ORCA calculation (ωB97M-V/def2-TZVPD) on a 3-piece molecular cluster, CH8N2O overall at a distorted geometry.

Each line ends with the Löwdin charge.
Atoms and positions in Å:
1 N -2.27187 1.63043 0.70179  -0.049
2 H -1.81631 2.54967 0.53488  0.001
3 H -2.76362 1.23802 -0.13408  -0.005
4 H -1.62614 2.82867 -3.29792  -0.003
5 H -1.73501 0.75085 1.01342  0.039
6 N 0.62229 -1.45514 -1.00430  -0.026
7 C 1.26054 -0.56774 -0.11427  -0.812
8 O 1.15063 -0.62184 1.16318  -0.310
9 H 0.24283 -2.31970 -0.63001  -0.023
10 H -1.10312 2.55078 -2.90966  0.003
11 H 1.21958 0.52416 -0.64745  0.089
12 H 2.36055 -0.96827 -0.43144  0.097

Results
Total charge = -1
ΔE to the lowest compared entry with this formula, charge and spin = 156.8 kJ/mol
Gap between HOMO and LUMO (spin up / spin down) = 6.75 / 7.14 eV
Multiplicity = 2
Lowest unoccupied orbital energy (spin up / spin down) = 4.340 / 4.293 eV